12
Properties=species:S:1:pos:R:3 method="wB97M-V/def2-TZVPD" de_lowest_ev=2.8877 gap_ev=9.448 energy_ha=-405.66100 e_homo_ev=-8.5
F 2.5867 0.4907 -0.2317
C 1.5137 -0.4676 -0.2377
C 0.4061 -0.0362 0.7232
O -0.6033 -1.0637 0.1905
C -1.5352 -0.2565 -0.3397
C -1.1939 0.9990 -0.3788
O -0.1375 1.2187 0.4771
H 0.9952 -0.5856 -1.2541
H 1.9467 -1.3784 0.1193
H 0.4098 -0.0573 1.9056
H -2.5995 -0.6812 -0.2921
H -1.7890 1.8182 -0.6814